Entry 1:
Entry from the OMol25 dataset: C2HN3 in the gas phase in a non-equilibrium geometry (ωB97M-V with the def2-TZVPD basis set).

XYZ file:
```
6
Properties=species:S:1:pos:R:3:forces:R:3
N 0.32616 -2.79334 -0.06430 0.03 1.33 0.40
C 0.13868 -1.68991 0.24119 0.29 -4.46 -0.07
C -0.20502 -0.37635 0.47908 -1.40 0.45 -0.56
N -1.57466 -0.09155 1.06871 2.68 0.20 0.71
N -0.57695 0.12440 1.77028 -1.69 0.37 -0.25
H 0.15321 0.11330 -0.38460 0.10 2.12 -0.22
```
Forces are in eV/Å.

Values from the calculation:
**Lowest unoccupied orbital energy**: -0.59 eV
**HOMO energy**: -0.4024 Eh
**HOMO-LUMO gap**: 10.4 eV
**Structure (SMILES)**: N#CC1N=N1
**Net charge**: 0
**E_tot**: -240.97173 Ha


Entry 2:
Entry from the OMol25 dataset: C2HN3O3 in the gas phase in a non-equilibrium geometry (ωB97M-V with the def2-TZVPD basis set).

XYZ file:
```
9
Properties=species:S:1:pos:R:3:forces:R:3
O -2.13281 -1.14422 0.12640 0.45 -0.01 -0.22
C -1.41057 -0.21907 -0.01923 0.14 2.97 -0.31
O -1.72742 1.14326 -0.01654 -1.12 -0.22 -0.29
C 0.11010 -0.07816 -0.15021 -3.14 -1.37 0.35
N 0.94143 -1.17579 -0.11120 0.21 1.62 -0.25
N 2.08280 -0.66399 0.01587 -0.09 -0.27 0.57
O 1.91274 0.69339 0.14371 3.84 0.79 -0.44
N 0.69356 1.08756 -0.03184 -1.04 -2.08 0.29
H -2.64186 1.50945 -0.12170 0.75 -1.44 0.28
```
Forces are in eV/Å.

Values from the calculation:
**Lowest unoccupied orbital energy**: -0.37 eV
**HOMO energy**: -0.4333 Eh
**HOMO-LUMO gap**: 11.4 eV
**Structure (SMILES)**: O=C(O)c1nnon1
**Net charge**: 0
**E_tot**: -466.69669 Ha


Calculated energy relative to the best compared isomer or geometry (same formula, charge and spin) (kcal per mole), listed in the same order as above: 35.0; 107.4